[1]
{
  "formula": "C20H41As3IMnNO4Se3",
  "method": "wB97M-V/def2-TZVPD",
  "lumo_ev": [-0.1, -0.2],
  "largest_force_ev_per_a": 0.65,
  "e_above_lowest_kcal_mol": 22.7,
  "e_homo_ev": [-7.88, -7.87],
  "orbital_gap_ev": [7.77, 7.72],
  "spin_multiplicity": 6,
  "energy_ha": -16502.6037,
  "symbols": ["Mn", "C", "As", "C", "C", "C", "C", "C", "As", "C", "C", "C", "As", "C", "C", "H", "H", "H", "H", "H", "H", "H", "H", "H", "H", "H", "H", "H", "H", "H", "H", "H", "H", "H", "H", "H", "H", "H", "H", "H", "H", "H", "C", "Se", "C", "C", "Se", "C", "H", "H", "H", "H", "H", "H", "H", "H", "H", "H", "O", "Se", "O", "O", "O", "I", "C", "C", "C", "C", "C", "N", "H", "H", "H", "H"],
  "positions_angstrom": [[-0.00556, -0.83462, -0.82177], [3.95961, -0.55481, 0.14316], [2.14868, -0.65726, 0.85911], [2.41996, -2.11124, 2.11193], [2.27316, 0.95020, 1.97014], [1.09097, 1.44495, 2.82845], [1.68695, 2.57987, 3.67936], [-0.01907, 2.10069, 1.98523], [-1.03709, 1.24916, 0.51653], [-2.69690, 0.69804, 1.33985], [-1.66769, 2.92220, -0.24967], [0.63002, 0.27772, 3.71942], [-0.34087, 0.34208, 5.45520], [-0.32799, 2.19977, 6.08962], [-2.20545, 0.37060, 4.87257], [4.67749, -0.52562, 0.96463], [4.07536, 0.33708, -0.47034], [4.15307, -1.43443, -0.47114], [3.19220, -1.84136, 2.83475], [2.73950, -2.98118, 1.53710], [1.47825, -2.34501, 2.59939], [2.57447, 1.74246, 1.27475], [3.12618, 0.77830, 2.63693], [2.26071, 3.26031, 3.04622], [2.36469, 2.18244, 4.43832], [0.92042, 3.16486, 4.18196], [0.42166, 2.97432, 1.48974], [-0.79080, 2.49416, 2.65754], [-3.09162, 1.51157, 1.95035], [-2.52666, -0.19964, 1.92426], [-3.38646, 0.45720, 0.53127], [-2.02615, 3.55851, 0.56271], [-2.47848, 2.72116, -0.94794], [-0.86973, 3.42711, -0.79276], [1.53655, -0.26417, 4.00794], [0.04052, -0.44165, 3.13658], [0.67680, 2.53186, 6.34071], [-0.92326, 2.19656, 7.00346], [-0.78185, 2.89347, 5.38202], [-2.44539, -0.55609, 4.35480], [-2.42279, 1.21827, 4.22689], [-2.82680, 0.43820, 5.76620], [-1.39052, 1.43238, -5.35098], [-1.38169, 1.05795, -3.44880], [-2.96003, -0.09228, -3.44644], [-2.83247, -1.30638, -4.34977], [-1.36372, -2.48664, -3.88157], [-2.42624, -3.90101, -3.08354], [-2.38926, 1.74160, -5.65316], [-1.07011, 0.56832, -5.92863], [-0.69948, 2.25466, -5.52616], [-3.80456, 0.52438, -3.76117], [-3.09673, -0.39619, -2.40779], [-2.71081, -1.00825, -5.39199], [-3.74441, -1.90227, -4.29126], [-3.05772, -4.37311, -3.83287], [-3.01024, -3.49055, -2.26550], [-1.72325, -4.62809, -2.68253], [-0.67505, -1.83227, 1.45048], [-1.30406, -2.79324, 0.25744], [-2.11867, -4.11819, 0.67873], [0.04493, -3.02946, -0.73272], [-2.12516, -1.66398, -0.67070], [1.98596, 2.18640, -2.07524], [2.24589, 0.32908, -2.98046], [3.05633, 0.24782, -4.10175], [3.25271, -1.00256, -4.66635], [2.65865, -2.11354, -4.08905], [1.86458, -1.93093, -2.97149], [1.65220, -0.71989, -2.43499], [3.51752, 1.13327, -4.51228], [3.87150, -1.10467, -5.54788], [2.79137, -3.10507, -4.49511], [1.36593, -2.75332, -2.47191]],
  "forces_ev_per_a": [[0.3, 0.0, -0.3], [0.1, 0.0, 0.1], [-0.3, 0.0, -0.1], [0.1, 0.0, 0.0], [0.1, 0.1, 0.0], [0.0, 0.0, 0.0], [0.1, 0.1, 0.0], [-0.1, 0.1, 0.1], [0.2, -0.1, 0.0], [0.0, 0.1, 0.0], [0.0, 0.1, 0.0], [0.0, -0.1, -0.1], [0.1, -0.1, 0.1], [0.0, 0.1, 0.0], [0.0, 0.0, 0.0], [0.0, 0.0, -0.1], [0.0, 0.0, 0.0], [0.0, 0.0, 0.0], [0.0, -0.1, 0.0], [0.0, 0.0, 0.0], [0.0, 0.0, 0.0], [0.0, 0.0, 0.0], [0.0, 0.0, 0.0], [0.0, 0.0, 0.0], [0.0, 0.0, 0.0], [0.0, 0.0, -0.1], [0.0, 0.0, 0.0], [0.0, 0.0, 0.0], [0.0, -0.1, 0.0], [0.0, 0.0, 0.0], [0.0, 0.0, 0.0], [0.0, 0.0, -0.1], [0.0, 0.0, 0.0], [0.0, 0.0, 0.0], [0.0, 0.0, 0.0], [0.0, 0.0, 0.0], [0.0, 0.0, 0.0], [0.0, 0.0, 0.0], [0.0, 0.0, 0.0], [0.0, 0.0, 0.0], [0.0, 0.0, -0.1], [0.0, 0.0, 0.0], [0.1, 0.1, -0.1], [-0.2, -0.1, 0.2], [0.0, 0.0, 0.0], [-0.1, 0.1, -0.1], [0.1, -0.1, -0.1], [0.1, 0.0, 0.1], [0.0, 0.0, 0.0], [0.0, 0.0, 0.0], [0.0, 0.0, 0.0], [0.0, 0.0, 0.1], [0.0, 0.0, 0.0], [0.0, 0.0, 0.1], [0.0, 0.0, 0.0], [0.0, 0.0, 0.0], [0.0, 0.0, 0.0], [0.0, 0.0, 0.0], [-0.2, -0.3, 0.1], [0.0, -0.2, 0.0], [0.3, 0.5, -0.2], [-0.3, 0.1, 0.3], [0.2, -0.2, 0.1], [-0.1, 0.1, 0.1], [0.1, -0.2, -0.1], [0.0, 0.0, 0.0], [0.0, -0.1, 0.0], [0.0, 0.1, 0.1], [0.1, 0.0, 0.0], [-0.3, -0.1, 0.0], [0.0, 0.0, 0.0], [0.0, 0.0, 0.0], [0.0, 0.0, 0.0], [0.0, 0.0, 0.0]],
  "lowdin_charge": [0.457, -0.303, 1.120, -0.283, -0.355, -0.643, -0.081, -0.311, 1.107, -0.288, -0.323, -0.379, 1.136, -0.370, -0.353, 0.031, -0.010, 0.026, 0.033, 0.035, 0.012, 0.055, 0.084, 0.086, 0.093, 0.053, 0.074, 0.076, 0.029, 0.005, 0.029, 0.033, 0.009, -0.003, 0.043, 0.037, 0.009, 0.014, 0.014, 0.017, 0.000, 0.017, -0.397, 0.831, -0.549, -0.560, 0.926, -0.388, 0.030, 0.021, 0.017, 0.067, 0.035, 0.042, 0.071, 0.021, 0.014, 0.025, -0.564, 0.751, -0.435, -0.561, -0.566, 0.955, -0.792, -0.125, -0.046, -0.035, -0.161, -0.061, 0.094, 0.114, 0.115, 0.079]
}

[2]
{
  "formula": "C20H41BN3O6",
  "method": "wB97M-V/def2-TZVPD",
  "lumo_ev": [2.2, 2.1],
  "largest_force_ev_per_a": 1.15,
  "e_above_lowest_kcal_mol": 0.0,
  "e_homo_ev": [-5.20, -5.20],
  "total_charge": -1,
  "orbital_gap_ev": [7.44, 7.29],
  "spin_multiplicity": 3,
  "energy_ha": -1427.1635,
  "symbols": ["O", "N", "O", "B", "O", "C", "C", "O", "H", "H", "H", "H", "H", "C", "C", "C", "C", "C", "C", "N", "O", "C", "C", "C", "H", "H", "H", "H", "H", "H", "H", "H", "H", "H", "H", "H", "H", "H", "H", "H", "H", "H", "C", "C", "C", "C", "C", "C", "N", "O", "C", "C", "C", "H", "H", "H", "H", "H", "H", "H", "H", "H", "H", "H", "H", "H", "H", "H", "H", "H", "H"],
  "positions_angstrom": [[0.90846, -7.35526, -0.32873], [0.71607, -6.41351, -1.05025], [-0.01453, -5.46170, -0.49451], [-0.84467, -4.61227, -1.52121], [-1.83634, -3.92211, -0.67171], [-2.86167, -4.86606, -0.45664], [-2.56098, -6.02888, -1.42954], [-1.65275, -5.48925, -2.36184], [-0.08496, -3.87445, -2.11758], [-3.83194, -4.39374, -0.67028], [-2.87310, -5.24176, 0.57535], [-3.46905, -6.40698, -1.91102], [-2.10018, -6.86791, -0.89416], [3.42579, 0.14907, 2.61804], [2.47584, -0.21487, 1.46155], [1.05310, -0.42430, 1.98646], [0.88023, -1.72288, 2.77225], [1.35967, -2.92213, 1.95658], [2.78987, -2.76694, 1.43141], [2.93042, -1.44548, 0.73542], [2.48923, -1.48021, -0.46809], [3.81134, -2.90374, 2.56954], [3.06387, -3.88205, 0.43686], [2.49248, 0.94861, 0.48279], [4.45829, -0.09687, 2.36799], [3.37475, 1.22248, 2.80184], [3.17125, -0.34117, 3.55527], [0.36311, -0.43350, 1.13760], [0.78434, 0.43771, 2.60373], [1.41119, -1.66673, 3.72856], [-0.17494, -1.85639, 3.01749], [1.30802, -3.83651, 2.55114], [0.68658, -3.06879, 1.10684], [4.81568, -2.66436, 2.21538], [3.81255, -3.93822, 2.91292], [3.59590, -2.28443, 3.43639], [2.30478, -3.90524, -0.34025], [3.02844, -4.83796, 0.96011], [4.04356, -3.78033, -0.03445], [3.48668, 1.09529, 0.05582], [2.20053, 1.86068, 1.00537], [1.79035, 0.79453, -0.33218], [-1.03190, 5.19371, -2.81136], [-0.65334, 3.97086, -1.95562], [-1.35707, 2.71255, -2.46825], [-2.85307, 2.68303, -2.16164], [-3.10984, 2.90448, -0.67216], [-2.44841, 4.17054, -0.12332], [-1.00065, 4.18110, -0.51024], [-0.30205, 3.42786, 0.25668], [-3.17750, 5.42450, -0.62490], [-2.53832, 4.18848, 1.39635], [0.85622, 3.79832, -2.06161], [-0.89766, 6.12025, -2.25251], [-0.38157, 5.23702, -3.68439], [-2.05292, 5.16003, -3.18544], [-0.88727, 1.83566, -2.01376], [-1.18740, 2.63689, -3.54478], [-3.38502, 3.43117, -2.75700], [-3.25961, 1.71495, -2.45695], [-4.18295, 2.96151, -0.47440], [-2.73144, 2.04104, -0.11748], [-2.62685, 6.32517, -0.34963], [-4.15950, 5.47239, -0.15397], [-3.34278, 5.43763, -1.69796], [-2.11741, 3.28922, 1.83746], [-3.58827, 4.25357, 1.68418], [-2.01165, 5.05091, 1.80741], [1.37677, 4.66806, -1.65707], [1.12100, 3.69316, -3.11398], [1.20329, 2.91453, -1.53389]],
  "forces_ev_per_a": [[0.1, 0.3, 0.2], [-0.2, 0.1, -0.2], [0.1, -0.7, 0.2], [-0.1, 0.9, -0.2], [0.4, -0.2, 0.2], [0.0, 0.1, -0.1], [-0.2, 0.0, -0.1], [0.2, -0.4, 0.2], [-0.1, -0.1, 0.0], [0.0, -0.1, 0.0], [0.0, 0.1, 0.0], [0.1, 0.1, -0.2], [-0.1, 0.0, 0.1], [0.1, -0.1, 0.0], [0.4, 0.4, 0.4], [-0.2, -0.2, 0.0], [0.1, 0.0, 0.0], [-0.3, 0.2, 0.0], [0.5, -0.3, 0.4], [-1.1, -0.1, 0.0], [0.4, 0.0, -0.2], [0.0, 0.1, 0.0], [-0.1, -0.1, -0.3], [-0.1, 0.2, -0.2], [0.0, 0.0, 0.0], [0.0, 0.0, 0.0], [0.0, 0.0, 0.0], [0.1, 0.0, -0.1], [0.0, 0.0, 0.0], [0.0, 0.0, 0.0], [0.0, 0.0, 0.0], [0.0, 0.0, 0.0], [0.0, 0.0, 0.0], [0.0, 0.0, 0.0], [0.0, 0.0, 0.0], [0.0, 0.0, 0.0], [0.0, 0.0, 0.0], [0.0, 0.0, 0.0], [0.0, 0.1, 0.0], [0.0, 0.0, 0.0], [0.0, 0.0, 0.1], [0.0, -0.1, 0.0], [-0.1, 0.0, 0.1], [0.1, 0.6, -0.5], [-0.1, -0.2, 0.1], [0.0, 0.1, 0.0], [0.1, -0.2, -0.1], [-0.4, 0.6, 0.0], [-0.2, -1.1, -0.2], [0.3, 0.3, 0.3], [0.1, 0.0, -0.1], [0.1, -0.1, 0.1], [0.1, -0.1, 0.1], [0.0, 0.0, 0.0], [0.0, -0.1, 0.0], [0.0, 0.0, 0.0], [0.0, 0.0, 0.1], [0.0, 0.0, 0.0], [0.0, 0.0, 0.0], [0.0, 0.0, 0.0], [0.0, 0.0, 0.0], [0.1, 0.0, 0.0], [0.0, 0.0, 0.0], [0.0, 0.0, 0.1], [0.0, 0.0, 0.0], [0.0, 0.0, 0.0], [0.0, 0.0, 0.0], [0.0, 0.0, 0.0], [0.0, 0.0, 0.0], [0.0, 0.0, 0.0], [0.0, 0.0, 0.0]],
  "lowdin_charge": [-0.048, -0.113, -0.054, -0.777, -0.055, -0.212, -0.218, -0.037, 0.105, 0.104, 0.108, 0.108, 0.102, -0.037, -0.487, -0.131, -0.170, -0.118, -0.487, -0.102, -0.012, -0.038, -0.038, -0.053, 0.086, 0.079, 0.060, 0.128, 0.122, 0.097, 0.112, 0.129, 0.127, 0.087, 0.084, 0.054, 0.073, 0.091, 0.090, 0.092, 0.081, 0.070, -0.035, -0.486, -0.126, -0.169, -0.130, -0.496, -0.100, -0.026, -0.036, -0.045, -0.038, 0.087, 0.081, 0.062, 0.129, 0.127, 0.100, 0.117, 0.123, 0.128, 0.090, 0.085, 0.057, 0.079, 0.086, 0.090, 0.094, 0.088, 0.064]
}

[3]
{
  "formula": "C20H41BrCl2IN4O3",
  "method": "wB97M-V/def2-TZVPD",
  "lumo_ev": -4.4,
  "largest_force_ev_per_a": 0.66,
  "e_homo_ev": -11.96,
  "total_charge": 1,
  "orbital_gap_ev": 7.54,
  "spin_multiplicity": 1,
  "energy_ha": -5023.2018,
  "symbols": ["C", "C", "Cl", "C", "Cl", "C", "N", "C", "N", "C", "C", "O", "C", "N", "N", "I", "C", "C", "C", "C", "Br", "H", "H", "H", "H", "H", "H", "H", "H", "H", "H", "H", "H", "H", "H", "H", "H", "H", "H", "H", "H", "H", "C", "C", "O", "C", "C", "H", "H", "H", "H", "H", "H", "H", "H", "H", "H", "C", "C", "O", "C", "C", "H", "H", "H", "H", "H", "H", "H", "H", "H", "H"],
  "positions_angstrom": [[2.32686, 3.17082, 3.40571], [2.37619, 2.19318, 4.55025], [2.92767, 2.85271, 6.03399], [2.05614, 0.90009, 4.47118], [2.20059, -0.15891, 5.83254], [1.56205, 0.15264, 3.27114], [0.73707, 0.85776, 2.27029], [0.57834, -0.06449, 1.29451], [-0.52347, -0.23688, 0.62227], [-0.76086, -1.25636, -0.39942], [-1.58733, -2.44134, 0.15531], [-2.64971, -2.73982, -0.72310], [-0.72729, -3.68280, 0.40509], [-0.54552, -4.47779, -0.80497], [1.73731, -0.81221, 1.10263], [2.52253, -0.04857, -0.68745], [2.55338, -0.63384, 2.36762], [3.93765, -0.04088, 2.16567], [4.85037, -0.27104, 3.37681], [5.43679, -1.68246, 3.40221], [6.27934, 1.04313, 3.25827], [1.32202, 3.24098, 2.99118], [2.61064, 4.16125, 3.74293], [2.98195, 2.85237, 2.59685], [0.91606, -0.62882, 3.68610], [-0.09418, 1.30746, 2.63504], [-1.30256, 0.38391, 0.82173], [0.20258, -1.60730, -0.75328], [-1.30491, -0.79544, -1.21898], [-2.00120, -2.13450, 1.12325], [-3.43337, -2.26890, -0.42706], [0.22223, -3.36375, 0.85636], [-1.24233, -4.29453, 1.14470], [0.26559, -4.16679, -1.32758], [-0.35053, -5.43833, -0.55462], [2.66555, -1.62360, 2.81172], [3.85562, 1.02601, 1.95884], [4.42090, -0.50550, 1.30715], [4.31464, -0.10273, 4.30381], [6.41631, -1.67855, 3.87265], [4.79246, -2.36002, 3.96364], [5.57127, -2.07018, 2.39176], [-0.02762, -1.34402, -3.73348], [-1.19525, -0.44426, -4.11097], [-0.82628, 0.90014, -4.34969], [0.05588, 1.10864, -5.44510], [-0.51307, 0.67786, -6.78450], [0.53469, -0.87410, -2.92114], [-0.40588, -2.31284, -3.39978], [0.65632, -1.52320, -4.56292], [-1.89497, -0.39322, -3.27317], [-1.74887, -0.85967, -4.95873], [1.01755, 0.61481, -5.26192], [0.24483, 2.18175, -5.44958], [-0.61702, -0.40535, -6.85960], [0.14883, 1.00054, -7.58804], [-1.49557, 1.12413, -6.94170], [-5.27106, 2.44348, 0.89715], [-3.85689, 1.89696, 0.91620], [-3.66382, 0.75789, 0.08265], [-3.89031, 0.97058, -1.31164], [-2.94562, 1.97991, -1.93889], [-5.98908, 1.64775, 1.09629], [-5.38077, 3.21276, 1.66126], [-5.52076, 2.89498, -0.06295], [-3.61301, 1.55255, 1.92423], [-3.14012, 2.68622, 0.65794], [-4.93225, 1.25033, -1.48634], [-3.74498, -0.00924, -1.77047], [-3.13143, 2.99397, -1.58292], [-3.06593, 1.98415, -3.02173], [-1.90435, 1.73049, -1.71722]],
  "forces_ev_per_a": [[-0.2, -0.2, -0.1], [0.0, 0.0, -0.2], [0.0, 0.0, 0.1], [0.2, 0.4, -0.2], [0.0, 0.0, 0.1], [-0.3, -0.6, 0.1], [-0.3, -0.2, 0.4], [0.2, 0.3, -0.3], [0.0, 0.2, 0.0], [0.0, -0.3, 0.0], [-0.3, 0.2, 0.2], [0.1, -0.1, 0.0], [-0.2, -0.2, -0.1], [0.4, 0.1, 0.1], [-0.2, 0.4, 0.1], [0.2, -0.3, 0.0], [0.2, -0.2, -0.1], [-0.1, 0.3, 0.3], [-0.1, -0.5, -0.3], [0.1, 0.1, 0.0], [0.0, 0.1, 0.1], [0.0, 0.0, 0.0], [0.1, 0.0, 0.0], [0.1, 0.1, 0.0], [0.0, 0.1, 0.2], [0.0, 0.0, 0.0], [-0.1, -0.1, -0.1], [0.0, 0.1, -0.1], [0.0, 0.1, 0.0], [0.1, 0.1, 0.0], [-0.1, 0.1, 0.0], [0.0, 0.1, 0.1], [0.0, -0.1, 0.0], [-0.1, 0.0, -0.1], [-0.1, 0.0, 0.0], [0.0, -0.1, -0.2], [0.0, 0.0, 0.0], [0.0, 0.0, 0.0], [0.2, 0.3, 0.1], [0.0, -0.1, 0.2], [0.0, 0.0, 0.0], [0.0, 0.0, 0.0], [0.0, 0.1, 0.0], [0.0, -0.1, 0.0], [0.0, 0.0, 0.1], [0.0, 0.0, -0.1], [-0.1, -0.1, 0.0], [0.0, -0.1, -0.1], [0.0, 0.0, 0.0], [0.0, 0.0, 0.0], [0.0, 0.0, -0.1], [0.0, 0.0, 0.0], [0.0, 0.0, 0.0], [0.0, 0.0, 0.0], [0.0, 0.0, 0.0], [0.0, 0.0, 0.0], [0.0, 0.0, 0.0], [0.0, 0.0, -0.1], [0.0, 0.1, 0.1], [0.4, -0.1, 0.1], [0.0, 0.0, -0.1], [0.0, 0.0, 0.1], [0.0, 0.0, 0.0], [0.0, 0.0, 0.0], [0.0, 0.0, 0.0], [0.0, 0.0, 0.0], [0.0, 0.0, 0.0], [0.0, 0.0, 0.0], [0.0, 0.0, 0.0], [0.0, 0.0, 0.0], [0.0, 0.0, 0.0], [0.0, 0.0, -0.1]],
  "lowdin_charge": [-0.082, -0.723, 0.736, -0.677, 0.745, -0.271, 0.155, -0.491, 0.144, -0.114, -0.353, -0.012, -0.225, 0.029, -0.309, 1.150, -0.265, -0.302, -0.748, -0.125, 0.740, 0.075, 0.075, 0.074, 0.132, 0.165, 0.154, 0.048, 0.108, 0.146, 0.096, 0.105, 0.121, 0.067, 0.076, 0.150, 0.064, 0.058, 0.037, 0.065, 0.082, 0.084, -0.077, -0.270, -0.174, -0.271, -0.073, 0.009, 0.083, 0.077, 0.087, 0.119, 0.107, 0.120, 0.070, 0.081, 0.085, -0.067, -0.289, -0.196, -0.261, -0.069, 0.089, 0.084, 0.074, 0.114, 0.108, 0.117, 0.105, 0.075, 0.085, 0.073]
}